Entry from the OMol25 dataset: a cluster of 9 separate species, C57H130N6O11 in total at a distorted geometry (ωB97M-V with the def2-TZVPD basis set).

HOMO level (alpha / beta) = 0.72 / -6.26 eV
net charge = -1
spin multiplicity = 2
expectation value of S² = 0.75
LUMO level (alpha / beta) = 0.076 / 0.076 Eh
DFT total energy = -3405.34512 Ha

```
204
C57H130N6O11, DFT ωB97M-V with the def2-TZVPD basis set
C -2.31 16.83 5.85
C -1.42 17.79 6.71
C 0.04 17.47 6.50
O -1.69 19.10 6.23
H -2.07 15.79 6.08
H -2.13 17.02 4.79
H -3.35 16.97 6.15
H -1.68 17.60 7.75
H 0.11 16.39 6.59
H 0.64 17.92 7.30
H 0.45 17.80 5.55
H -2.51 19.14 5.73
C 12.11 17.23 13.65
C 12.39 17.59 12.18
C 11.25 17.75 11.26
O 13.10 18.77 12.01
H 11.92 18.08 14.30
H 12.96 16.68 14.06
H 11.23 16.60 13.78
H 12.98 16.76 11.81
H 10.71 16.88 10.88
H 11.65 18.23 10.36
H 10.40 18.30 11.66
H 12.43 19.45 12.03
C 2.04 18.31 2.02
C 1.39 19.56 2.62
C -0.11 19.47 2.57
O 1.69 19.61 4.00
H 2.32 18.31 0.97
H 1.41 17.42 2.12
H 3.01 18.10 2.47
H 1.77 20.44 2.09
H -0.61 19.34 1.62
H -0.68 20.32 2.94
H -0.41 18.64 3.21
H 1.11 20.21 4.48
C 6.10 15.88 14.27
O 7.33 15.80 13.49
C 7.31 15.75 12.09
C 6.81 14.28 11.81
N 6.23 14.15 10.41
C 6.85 13.08 9.61
C 6.61 11.66 10.20
O 5.37 11.12 9.65
C 4.16 11.74 10.07
H 5.26 16.23 13.67
H 6.06 16.46 15.19
H 6.08 14.82 14.52
H 8.22 15.97 11.54
H 6.68 16.58 11.77
H 6.04 14.04 12.55
H 7.53 13.55 12.18
H 5.23 14.22 10.41
H 7.91 13.29 9.72
H 6.63 13.07 8.54
H 6.74 11.67 11.28
H 7.51 11.08 10.03
H 3.88 11.59 11.12
H 3.31 11.29 9.55
H 4.03 12.80 9.86
C 5.25 20.88 11.22
O 6.27 21.07 12.17
C 6.80 19.80 12.55
C 7.96 19.95 13.56
N 9.35 20.29 13.07
C 9.63 21.55 12.57
C 11.10 21.80 11.98
O 11.47 20.76 11.16
C 10.94 20.90 9.83
H 5.64 20.59 10.25
H 4.64 21.74 10.95
H 4.44 20.31 11.68
H 7.26 19.28 11.71
H 5.98 19.23 13.00
H 7.96 19.07 14.20
H 7.57 20.77 14.18
H 10.16 19.70 13.23
H 9.19 22.28 13.25
H 8.81 21.62 11.86
H 11.91 21.78 12.71
H 11.10 22.68 11.34
H 10.67 19.92 9.45
H 11.83 21.32 9.35
H 10.18 21.65 9.61
C 3.24 21.44 5.55
C 2.39 22.20 6.68
C 3.32 22.75 7.77
C 3.98 24.05 7.50
C 3.07 25.05 6.89
C 2.02 24.60 5.81
N 1.47 23.32 6.25
O 0.27 22.85 5.57
C 0.93 25.65 5.86
C 2.65 24.44 4.37
C 1.64 21.13 7.44
H 3.35 20.41 5.88
H 4.25 21.85 5.42
H 2.83 21.56 4.55
H 2.81 22.94 8.71
H 4.01 22.01 8.17
H 4.83 23.93 6.82
H 4.42 24.55 8.36
H 3.67 25.86 6.48
H 2.50 25.31 7.78
H 1.33 26.62 5.59
H 0.04 25.31 5.34
H 0.51 25.76 6.86
H 3.60 23.91 4.34
H 1.93 23.94 3.72
H 2.82 25.40 3.89
H 0.89 21.66 8.02
H 2.17 20.45 8.12
H 0.90 20.60 6.84
H -0.35 23.39 6.07
C 1.72 18.34 13.20
C 0.88 17.61 12.08
C 1.68 17.93 10.82
C 2.77 16.97 10.37
C 2.48 15.51 10.55
C 1.70 15.17 11.88
N 0.71 16.13 12.13
O -0.20 15.83 13.10
C 0.93 13.83 11.65
C 2.66 15.02 13.05
C -0.44 18.29 11.84
H 1.34 18.10 14.19
H 1.88 19.41 13.07
H 2.71 17.88 13.21
H 1.06 17.96 9.93
H 2.20 18.88 10.97
H 3.72 17.08 10.90
H 2.97 17.33 9.36
H 3.52 15.21 10.57
H 2.09 14.93 9.72
H 0.22 13.86 10.83
H 1.67 13.08 11.38
H 0.49 13.49 12.58
H 3.32 15.88 13.18
H 2.17 14.91 14.02
H 3.29 14.14 12.92
H -0.73 18.14 10.80
H -0.50 19.37 12.01
H -1.31 17.97 12.42
H -1.02 15.66 12.63
C 8.30 7.44 5.91
C 7.95 8.95 5.91
C 8.98 9.71 6.72
C 8.82 11.25 6.73
C 8.82 11.71 5.22
C 7.67 10.91 4.38
N 7.94 9.52 4.52
O 7.28 8.86 3.54
C 6.20 11.28 4.75
C 7.98 11.32 2.88
C 6.51 8.99 6.65
H 7.46 6.89 5.47
H 8.42 6.92 6.86
H 9.19 7.21 5.33
H 8.85 9.34 7.74
H 10.03 9.61 6.45
H 9.67 11.70 7.25
H 7.92 11.61 7.23
H 9.82 11.48 4.83
H 8.75 12.80 5.19
H 5.93 11.39 5.80
H 5.89 12.25 4.38
H 5.35 10.63 4.51
H 8.07 12.38 2.64
H 8.87 10.83 2.48
H 7.17 11.06 2.20
H 5.75 8.78 5.90
H 6.23 9.99 7.00
H 6.44 8.25 7.44
H 8.01 8.65 2.95
C 6.52 17.53 8.72
C 7.41 17.29 7.40
C 7.65 15.78 7.16
C 6.47 15.11 6.46
C 6.01 15.77 5.24
C 5.63 17.21 5.50
N 6.83 17.85 6.14
O 6.65 19.21 6.18
C 5.30 17.82 4.13
C 4.34 17.35 6.29
C 8.84 17.83 7.57
H 5.82 16.72 8.91
H 5.96 18.46 8.58
H 7.22 17.60 9.55
H 8.53 15.57 6.55
H 7.89 15.11 7.98
H 5.76 14.81 7.23
H 6.81 14.12 6.13
H 5.08 15.34 4.85
H 6.74 15.67 4.44
H 4.87 18.81 4.27
H 6.16 18.00 3.48
H 4.45 17.35 3.62
H 4.35 16.56 7.04
H 4.29 18.31 6.82
H 3.37 17.35 5.78
H 8.72 18.90 7.74
H 9.54 17.73 6.74
H 9.40 17.55 8.46
H 7.18 19.61 5.49
```